Entry 1:
Entry from the Open Molecules 2025 dataset: a structure of composition C18H54BF4KO9 at a distorted geometry (ωB97M-V/def2-TZVPD).

The geometry in XYZ format:
```
87
Properties=species:S:1:pos:R:3:lowdin_charge:R:1
K 12.2182 -14.0929 2.2590 0.99
B 13.8420 -13.4624 4.7185 -1.21
F 14.5390 -12.2425 4.4979 0.11
F 14.2152 -14.4325 3.7308 0.02
F 14.0781 -13.9632 6.0094 0.13
F 12.4403 -13.2000 4.5578 0.01
C 17.1670 -12.1055 2.3073 -0.08
C 16.6947 -10.6720 2.4805 -0.33
O 17.4314 -9.6316 1.8586 -0.06
H 18.0261 -12.2553 2.9625 0.08
H 17.4208 -12.2767 1.2638 0.08
H 16.4083 -12.8077 2.6360 0.06
H 16.6010 -10.4593 3.5260 0.09
H 15.6697 -10.6709 2.0794 0.10
H 18.3075 -9.9415 1.6298 0.07
C 11.1888 -12.4846 7.5505 -0.08
C 10.0827 -11.5083 7.2149 -0.32
O 9.8733 -11.2005 5.8402 -0.09
H 11.0340 -13.5202 7.3210 0.05
H 11.2851 -12.3967 8.6344 0.08
H 12.1168 -12.1625 7.0726 0.07
H 10.2324 -10.6085 7.8516 0.12
H 9.1151 -11.9955 7.5037 0.12
H 10.6524 -10.6972 5.5395 0.05
C 12.0841 -17.8523 5.8416 -0.09
C 12.8873 -16.9980 6.7965 -0.30
O 12.2856 -15.7585 7.1531 -0.08
H 12.5234 -18.8572 5.8671 0.08
H 12.1278 -17.5518 4.7684 0.06
H 11.0157 -17.8950 6.0902 0.07
H 13.8738 -16.8857 6.3827 0.09
H 12.9793 -17.5470 7.7440 0.12
H 12.5697 -15.0238 6.6134 0.03
C 16.2719 -9.4375 8.2395 -0.08
C 15.5748 -10.3857 7.2677 -0.34
O 16.4759 -11.1385 6.5170 -0.07
H 15.5727 -8.7893 8.7492 0.07
H 16.9822 -8.8303 7.6688 0.08
H 16.8240 -9.9736 9.0289 0.08
H 14.8846 -9.8256 6.6189 0.10
H 14.9615 -11.0842 7.8748 0.10
H 16.0487 -11.6670 5.8477 0.04
C 14.8014 -18.1602 1.3704 -0.09
C 15.0164 -17.7060 2.8000 -0.36
O 15.9740 -16.7098 2.7438 -0.09
H 15.7768 -18.3139 0.9013 0.08
H 14.2515 -17.3928 0.7956 0.07
H 14.2592 -19.1111 1.3129 0.07
H 15.4372 -18.5702 3.3768 0.13
H 14.0484 -17.3597 3.2502 0.10
H 16.1232 -16.4606 3.6740 0.05
C 9.4460 -14.5000 4.3260 -0.08
C 9.3795 -15.8222 3.6536 -0.26
O 10.3297 -15.7811 2.5372 -0.21
H 10.3779 -14.3419 4.8703 0.06
H 8.6405 -14.3379 5.0515 0.10
H 9.4340 -13.6846 3.5779 0.09
H 8.4263 -16.0431 3.2300 0.11
H 9.6508 -16.6475 4.3185 0.11
H 9.9773 -16.3525 1.8481 0.09
C 18.8717 -15.5905 4.9890 -0.08
C 17.6543 -14.9039 5.5024 -0.31
O 16.6873 -15.9323 5.5200 -0.10
H 19.1492 -16.3107 5.7458 0.07
H 19.7334 -14.9173 4.8087 0.09
H 18.6665 -16.1348 4.0520 0.08
H 17.2696 -14.1324 4.7971 0.11
H 17.8084 -14.4591 6.4857 0.12
H 15.9446 -15.6550 6.0864 0.08
C 12.1615 -8.0330 3.9186 -0.09
C 13.1284 -9.1174 4.2013 -0.36
O 12.4204 -10.1638 4.7734 -0.09
H 11.4418 -8.4693 3.2015 0.09
H 12.6455 -7.1632 3.4903 0.07
H 11.6851 -7.6372 4.8516 0.10
H 13.8743 -8.7296 4.9026 0.11
H 13.6459 -9.5083 3.3056 0.12
H 13.0363 -10.9091 4.8212 0.06
C 16.0005 -13.6182 9.6339 -0.08
C 14.6038 -14.0668 9.3522 -0.35
O 13.9350 -14.2727 10.5853 -0.07
H 15.8856 -12.7374 10.2588 0.07
H 16.4739 -13.2336 8.7451 0.06
H 16.5851 -14.3375 10.2298 0.09
H 14.5891 -14.9802 8.7394 0.10
H 14.0546 -13.2933 8.7736 0.10
H 13.0681 -14.6234 10.3511 0.08
```

The value obtained for the LUMO energy is -0.02723 Ha. Its multiplicity is 1. The calculated total energy comes out at -65846.84355 eV. The calculation puts the HOMO-LUMO gap at 8.9213 eV. The relative energy (zero: lowest compared OMol25 entry of this formula, charge and spin) is 2.6 kcal per mole. The calculation puts the HOMO energy at -9.6622 eV.



Entry 2:
Entry from the Open Molecules 2025 dataset: a cluster of 12 separate species, C18H54BIO16 in total at a distorted geometry (ωB97M-V/def2-TZVPD).

The geometry in XYZ format:
```
90
Properties=species:S:1:pos:R:3:lowdin_charge:R:1
C -1.4499 3.2654 2.5255 0.09
C -2.3082 2.2706 2.3147 -0.08
C -2.1352 1.2482 1.1544 -0.34
C -2.1850 2.0927 -0.0972 -0.07
C -2.1731 1.3405 -1.4337 -0.15
C -0.7727 1.0993 -2.0122 -0.18
C -0.1763 2.3448 -2.6900 -0.19
C 0.8809 3.1163 -1.8777 -0.20
C 1.9895 2.2346 -1.2695 -0.19
C 1.7734 2.0676 0.2360 -0.18
C 2.9763 1.4808 0.9871 -0.21
O 3.6911 0.5315 0.2250 -0.20
C 2.9468 -0.6549 -0.0078 -0.09
O -0.8991 0.5716 1.4903 0.06
C -1.2181 0.0322 2.7269 -0.54
O -0.4293 -0.1426 3.6293 0.15
O -2.5454 -0.2594 2.7411 -0.04
C -3.0986 0.0831 1.3901 -0.23
B -4.6506 0.3504 1.7045 -0.44
C -5.3896 1.7230 1.5497 0.02
O -5.3780 -0.7313 2.1888 0.10
C -2.8467 -1.2168 0.5574 -0.55
I -2.8110 -3.0363 1.7588 0.99
C -3.9392 -1.4397 -0.5140 -0.32
C -3.2884 -1.9959 -1.7972 -0.08
H -0.6240 3.4312 1.8503 0.07
H -1.5502 3.8697 3.4105 0.04
H -3.1187 2.1750 3.0204 0.12
H -3.0179 2.7794 -0.0858 0.12
H -1.3012 2.7230 -0.0875 0.10
H -2.7033 0.3957 -1.4079 0.06
H -2.7034 1.9535 -2.1572 0.11
H -0.9091 0.3665 -2.8060 0.11
H -0.0964 0.6454 -1.2938 0.10
H -0.9542 3.0558 -2.9563 0.11
H 0.2763 2.0660 -3.6335 0.09
H 1.3467 3.8108 -2.5748 0.10
H 0.4046 3.7395 -1.1236 0.09
H 2.0106 1.2891 -1.7973 0.10
H 2.9398 2.7400 -1.4289 0.11
H 1.4767 3.0298 0.6441 0.11
H 0.9414 1.3889 0.4021 0.08
H 3.6183 2.2869 1.3234 0.12
H 2.5671 0.9567 1.8534 0.12
H 2.4974 -0.6498 -0.9975 0.09
H 3.6368 -1.4886 0.0089 0.05
H 2.1893 -0.8515 0.7470 0.10
H -5.3766 2.2704 2.4883 0.08
H -6.4282 1.5020 1.3131 0.07
H -5.0179 2.3527 0.7507 0.06
H -5.9279 -1.0101 1.4446 0.10
H -1.8692 -1.2043 0.0992 0.08
H -4.6230 -2.2091 -0.1760 0.07
H -4.4339 -0.5147 -0.8060 0.09
H -3.9421 -1.9029 -2.6568 0.08
H -2.9261 -3.0054 -1.6510 0.05
H -2.4185 -1.3787 -2.0176 0.05
O -7.6608 -2.7267 2.6288 -0.06
H -6.8301 -2.2663 2.7934 0.00
H -7.7147 -3.3748 3.3361 0.04
O 6.1592 -1.5168 0.7670 -0.05
H 5.5327 -0.7917 0.6676 0.03
H 6.7880 -1.2237 1.4417 0.03
O 8.9894 -1.0382 1.7546 -0.05
H 9.3765 -1.6663 1.1310 0.01
H 9.1365 -0.1791 1.3476 0.05
O -2.5533 -5.4801 -1.9230 -0.07
H -2.5947 -6.3962 -2.2114 0.03
H -2.3408 -5.5337 -0.9853 0.02
O 9.1964 -3.0284 -0.7062 -0.04
H 9.1554 -3.9673 -0.4923 0.05
H 8.2756 -2.7782 -0.8537 0.04
O -0.5477 2.5467 -6.0067 -0.05
H -0.0835 1.9232 -6.5734 0.04
H -0.4426 3.3937 -6.4501 0.04
O 5.4929 -4.2260 0.1195 -0.06
H 5.6161 -4.5692 1.0090 0.05
H 5.8228 -3.3152 0.1669 0.00
O -0.9241 5.4298 4.8205 -0.05
H -0.7682 5.1196 5.7180 0.04
H -0.6957 6.3637 4.8469 0.04
O 2.6588 -3.7601 0.5176 -0.07
H 3.5223 -3.9312 0.1159 -0.01
H 2.8581 -3.6603 1.4525 0.04
O 8.1588 -5.0296 -3.2629 -0.05
H 8.6901 -4.5096 -2.6514 0.00
H 7.2492 -4.8178 -3.0312 0.03
O -6.2115 1.2296 -1.4752 -0.04
H -6.5578 1.6658 -2.2597 0.05
H -6.9916 0.8593 -1.0506 0.04
```

The value obtained for the LUMO energy is 0.00661 Ha. Its multiplicity is 1. The calculated total energy comes out at -61078.80350 eV. The calculation puts the HOMO-LUMO gap at 9.2382 eV. As for the SMILES: C=C[C@@]1(CCCCCCCCOC)OC(=O)O[C@]1(B(C)O)[C@@H](I)CC.O.O.O.O.O.O.O.O.O.O.O. The relative energy (zero: lowest compared OMol25 entry of this formula, charge and spin) is 16.2 kcal per mole. The calculation puts the HOMO energy at -9.0583 eV.



Entry 3:
Entry from the Open Molecules 2025 dataset: a structure of composition C18H54ClO13Zr at a distorted geometry (ωB97M-V/def2-TZVPD).

The geometry in XYZ format:
```
87
Properties=species:S:1:pos:R:3:lowdin_charge:R:1
Zr 2.4615 -1.6489 -2.7135 2.24
Cl 0.1804 0.3256 -0.0776 0.68
O 1.0924 -0.3569 -1.0072 -0.46
O 0.7867 1.5567 0.3037 -0.28
O -1.0366 0.5307 -0.8056 -0.29
O -0.0400 -0.5181 1.0579 -0.28
C 4.0855 0.1804 0.9530 -0.03
C 4.1844 0.3931 -0.5389 -0.21
O 3.9540 -0.8761 -1.2419 -0.22
H 4.5332 -0.7743 1.2463 0.09
H 3.0391 0.1553 1.2618 0.08
H 4.5781 0.9488 1.5456 0.10
H 5.1346 0.8284 -0.8592 0.15
H 3.4758 1.1883 -0.7870 0.11
H 4.8109 -1.3216 -1.0924 0.15
C -1.3837 4.1010 -1.9855 -0.05
C -1.0254 4.5493 -0.5920 -0.33
O -1.2102 5.8948 -0.2897 0.03
H -2.4726 4.0254 -2.0584 0.08
H -0.9168 3.1525 -2.2436 0.05
H -1.0441 4.8365 -2.7182 0.09
H 0.0332 4.2362 -0.4366 0.12
H -1.5159 3.9429 0.1855 0.12
H -1.2329 5.9852 0.6711 0.11
C -1.2075 -4.7997 2.8156 -0.07
C -0.5361 -3.4805 3.1873 -0.29
O 0.8730 -3.7106 3.2101 -0.10
H -1.0167 -5.1247 1.7919 0.06
H -2.2905 -4.6313 2.8334 0.08
H -1.0442 -5.5857 3.5481 0.09
H -0.8353 -3.1215 4.1749 0.13
H -0.7819 -2.7138 2.4385 0.08
H 1.3042 -2.9503 3.6168 0.09
C -4.5536 2.3189 -0.2326 -0.09
C -5.2236 1.6890 -1.4245 -0.29
O -4.5499 2.1351 -2.6052 -0.06
H -5.0201 1.9729 0.6929 0.08
H -4.5120 3.4072 -0.2523 0.08
H -3.5189 1.9625 -0.2238 0.05
H -6.2905 1.9082 -1.5196 0.12
H -5.2120 0.6003 -1.3418 0.11
H -4.9856 2.9452 -2.8951 0.10
C -1.0842 -3.1669 -0.9569 -0.04
C -0.2812 -3.5228 -2.1868 -0.17
O 0.4115 -2.3358 -2.7419 -0.24
H -0.5368 -2.8388 -0.0708 0.06
H -1.6048 -4.0662 -0.6208 0.12
H -1.8092 -2.3720 -1.1439 0.08
H -1.0055 -3.8024 -2.9557 0.15
H 0.3788 -4.3765 -2.0636 0.12
H -0.3400 -1.7609 -2.9927 0.15
C 1.5849 1.8444 -5.1013 -0.02
C 1.2032 1.1027 -3.8289 -0.21
O 2.3972 0.4931 -3.2207 -0.23
H 2.4386 2.5062 -4.9633 0.10
H 0.7236 2.2993 -5.5855 0.11
H 1.9031 1.0901 -5.8306 0.09
H 0.4025 0.3865 -4.0328 0.13
H 0.7656 1.7685 -3.0821 0.12
H 2.9779 1.2337 -2.9695 0.15
C 2.8970 3.4872 2.3964 -0.08
C 1.4744 3.4965 2.8869 -0.34
O 1.3912 4.3527 3.9984 -0.02
H 3.5470 3.2303 3.2403 0.09
H 3.2325 4.4936 2.1390 0.09
H 3.1009 2.7568 1.6170 0.03
H 1.2103 2.4811 3.2115 0.12
H 0.8245 3.7903 2.0492 0.10
H 0.5392 4.2457 4.4365 0.10
C -3.7018 -1.5056 1.1943 -0.06
C -3.3354 -0.5428 2.3165 -0.31
O -4.2046 -0.8262 3.4074 -0.05
H -3.1114 -1.3323 0.2883 0.04
H -4.7673 -1.6105 1.0100 0.09
H -3.3430 -2.4888 1.5170 0.06
H -3.3741 0.5305 2.0909 0.10
H -2.3095 -0.6683 2.6687 0.09
H -5.0225 -0.3393 3.2464 0.10
C 3.4048 -3.8400 1.1846 -0.03
C 2.2822 -3.1389 0.4338 -0.22
O 2.4765 -3.1847 -1.0250 -0.21
H 4.3567 -3.3429 0.9796 0.08
H 3.4988 -4.8894 0.8931 0.10
H 3.2232 -3.8261 2.2554 0.10
H 2.1032 -2.1472 0.8434 0.10
H 1.3533 -3.6824 0.6212 0.11
H 2.6585 -4.1383 -1.1456 0.15
```

The value obtained for the LUMO energy is -0.51881 Ha. Its multiplicity is 1. The calculated total energy comes out at -59920.53914 eV. The calculation puts the HOMO-LUMO gap at 1.7702 eV. As for the total charge: +3. The relative energy (zero: lowest compared OMol25 entry of this formula, charge and spin) is 0.0 kcal per mole. The calculation puts the HOMO energy at -15.8876 eV.